Molecular formula: C11H22N2
Method: DFT, ωB97M-V with the def2-TZVPD basis set

Properties
* charge: +2
* multiplicity: 1
* HOMO level: -18.27 eV
* max |F|: 5.0 eV/Å
* Kohn-Sham gap: 0.3664 Eh

The geometry in XYZ format:
```
35
Properties=species:S:1:pos:R:3:lowdin_charge:R:1
C -2.488 0.322 -0.205 -0.22
C 2.646 0.087 -0.045 -0.32
C -0.630 1.718 0.256 -0.04
C 0.905 1.739 0.137 -0.12
C -0.383 -0.713 0.092 -0.14
C -3.048 -1.097 -0.374 0.03
C -3.512 1.332 -0.098 0.04
C 3.181 -1.213 -0.027 -0.02
C 3.751 1.118 -0.209 0.02
C -0.192 -1.596 -1.121 0.02
C -0.404 -1.299 1.520 0.06
N -1.252 0.414 0.006 0.01
N 1.426 0.410 0.085 0.11
H -0.875 2.030 1.225 0.13
H -1.162 2.363 -0.472 0.15
H 1.256 2.285 -0.810 0.17
H 1.223 2.362 1.056 0.17
H -2.977 -1.360 -1.446 0.13
H -2.635 -1.857 0.264 0.08
H -4.113 -1.175 -0.091 0.12
H -4.175 1.208 -0.969 0.14
H -4.156 1.194 0.779 0.15
H -3.179 2.309 -0.085 0.07
H 3.210 -1.629 0.993 0.13
H 2.613 -2.082 -0.431 0.10
H 4.265 -1.222 -0.371 0.14
H 3.401 2.036 0.094 0.04
H 4.704 0.955 0.367 0.14
H 4.135 1.248 -1.267 0.15
H 0.830 -1.802 -1.043 0.04
H -0.491 -1.117 -2.099 0.14
H -0.663 -2.570 -1.196 0.12
H -1.384 -1.658 1.697 0.09
H -0.147 -0.624 2.196 0.05
H 0.320 -2.115 1.588 0.12
```